No. 1
This record from OMol25 describes 4 unconnected molecules or ions with the total composition C4H14NO2. The level of theory is the ωB97M-V functional and the def2-TZVPD basis.

Geometry as ORCA input:
```
! RIJCOSX wB97M-V def2-TZVPD def2/J DEFGRID3
* xyz 1 1
C 0.18397 0.95228 -1.75212
C -0.96865 0.11519 -1.17527
C -0.72973 -0.49928 0.22195
C -0.45821 -1.88297 0.33893
N -0.96207 0.45403 1.10054
H -0.14481 1.35950 -2.72476
H 1.04612 0.26964 -1.75430
H 0.42676 1.81441 -1.11956
H -1.10815 -0.65258 -1.92203
H -1.96226 0.62558 -1.09338
H -0.52024 -2.47717 -0.54580
H -0.17901 -2.21197 1.36198
H -1.07219 -2.32799 3.26720
H -1.01661 0.07272 2.05253
H -1.36549 2.70219 0.43815
H -1.72727 3.95499 -0.11589
H -1.52018 -2.90096 3.05562
O -1.14356 3.21509 -0.35664
H 3.91584 -1.48482 0.35436
H 5.10192 -0.52832 0.01531
O 4.20386 -0.56957 0.35319
*
```

Computed properties:
HOMO level	-14.32	eV
lowest unoccupied orbital energy	-9.0	eV
ΔE to the lowest compared entry with this formula, charge and spin	6.9128	eV
orbital gap	5.315	eV


No. 2
This record from OMol25 describes a molecular structure, C30H66BInNO3P. The level of theory is the ωB97M-V functional and the def2-TZVPD basis.

Geometry as ORCA input:
```
! RIJCOSX wB97M-V def2-TZVPD def2/J DEFGRID3
* xyz -1 2
C -7.69931 0.85300 4.13054
C -6.28938 0.29880 4.30676
C -6.04092 -0.20980 5.71195
C -4.68296 -0.91736 5.97825
C -3.83711 -1.30934 4.76597
C -2.99698 -0.17688 4.14662
C -2.77440 -0.37538 2.62580
C -3.40696 0.75164 1.81223
C -3.36836 0.44405 0.32796
C -3.76108 1.59492 -0.63881
C -4.85160 2.56872 -0.15778
C -4.43185 4.04729 -0.15865
C -3.19748 4.36561 0.68545
C -1.85728 4.38567 -0.10396
C -0.83483 3.32448 0.34505
C -0.03611 2.73975 -0.82600
In 1.32811 1.05322 -0.28943
B 1.72667 0.82107 1.94731
O 1.07565 -0.13133 2.70512
O 2.65012 1.64578 2.62242
C 3.85756 0.99982 2.98028
C 4.46326 1.71319 4.17407
P 0.43758 -1.18567 -1.21765
C -0.39131 -2.13888 0.17185
C -0.91960 -0.77039 -2.43805
C -0.26761 -0.31608 -3.74938
H -8.44474 0.06553 4.08044
H -7.93045 1.59551 4.88829
H -7.72930 1.36695 3.17217
H -6.14343 -0.46286 3.55043
H -5.60753 1.11650 4.10146
H -6.84555 -0.87926 6.00841
H -6.10375 0.65740 6.36418
H -4.92144 -1.84504 6.49449
H -4.07093 -0.35203 6.67457
H -3.13549 -2.06620 5.10666
H -4.44496 -1.79663 4.01127
H -2.02338 -0.18977 4.62553
H -3.42393 0.80286 4.34383
H -3.14442 -1.34071 2.30182
H -1.70247 -0.32081 2.46426
H -2.88817 1.66325 2.07437
H -4.44632 0.81272 2.12779
H -2.33785 0.18091 0.08720
H -3.95557 -0.44112 0.09613
H -2.85753 2.10808 -0.93021
H -4.11745 1.11466 -1.54518
H -5.66794 2.51331 -0.87754
H -5.28313 2.29535 0.79850
H -5.27298 4.58836 0.27923
H -4.34189 4.42774 -1.17036
H -3.14498 3.72854 1.55967
H -3.32816 5.37832 1.06718
H -1.41052 5.37394 -0.08169
H -2.10617 4.14085 -1.12925
H -1.31808 2.50482 0.86855
H -0.11897 3.77202 1.03295
H 0.59188 3.54064 -1.21520
H -0.67678 2.42951 -1.65098
H 2.86710 1.32132 -1.17803
H 1.29670 0.02327 3.64493
H 3.70963 -0.05148 3.23230
H 4.57439 1.02508 2.15607
H 3.79159 1.60300 5.01841
H 4.50735 2.77445 3.94699
H 5.45052 1.32937 4.40699
H 0.31978 -2.82195 0.62040
H -1.24293 -2.70457 -0.20017
H -0.74744 -1.45676 0.93678
H -1.56178 0.03513 -2.08685
H -1.53222 -1.65644 -2.59116
H 0.67769 -0.83339 -3.88101
H -0.04996 0.74496 -3.70423
H -0.91703 -0.51874 -4.59678
C 6.09802 -3.08975 -2.12789
C 4.81509 -2.49559 -2.74610
C 4.04204 -3.60260 -3.46046
C 4.73687 -4.06968 -4.74040
C 5.00734 -2.89147 -5.67711
C 5.72122 -1.71115 -5.00986
N 5.12076 -1.37443 -3.68593
O 4.06071 -0.65626 -3.86847
C 7.22722 -2.00595 -4.85749
C 5.65084 -0.50482 -5.94256
C 4.00791 -1.97801 -1.55831
H 5.82833 -3.74320 -1.29820
H 6.68456 -3.70677 -2.80629
H 6.74297 -2.30178 -1.73527
H 3.03770 -3.24459 -3.70636
H 3.90942 -4.44641 -2.78021
H 5.67187 -4.58892 -4.50860
H 4.10601 -4.80036 -5.25274
H 5.59579 -3.22609 -6.53556
H 4.04818 -2.54550 -6.07560
H 7.71784 -1.20396 -4.30399
H 7.69771 -2.06633 -5.84054
H 7.44728 -2.94687 -4.36023
H 4.62800 -0.25718 -6.21890
H 6.19478 -0.72660 -6.86197
H 6.10299 0.37495 -5.48223
H 4.54133 -1.17345 -1.04718
H 3.84978 -2.78478 -0.84070
H 3.02260 -1.60494 -1.83243
*
```

Computed properties:
HOMO level (alpha / beta)	-3.22 / -3.22	eV
lowest unoccupied orbital energy (alpha / beta)	2.6 / 2.6	eV
⟨S²⟩	0.754
orbital gap (alpha / beta)	5.793 / 5.791	eV


No. 3
This record from OMol25 describes 2 unconnected molecules or ions with the total composition CHN3OS. The level of theory is the ωB97M-V functional and the def2-TZVPD basis.

Geometry as ORCA input:
```
! RIJCOSX wB97M-V def2-TZVPD def2/J DEFGRID3
* xyz 0 1
C -1.86586 1.70415 -0.64703
N -0.72801 -0.80148 1.38664
N -0.60699 -1.17387 2.42212
N -0.59699 -0.42737 0.25882
O -0.86473 2.25079 -0.83446
S -3.28366 1.04215 -0.47549
H -1.34620 -0.67758 -0.35680
*
```

Computed properties:
HOMO level	-10.12	eV
lowest unoccupied orbital energy	0.6	eV
ΔE to the lowest compared entry with this formula, charge and spin	1.7331	eV
orbital gap	10.689	eV


No. 4
This record from OMol25 describes a molecular structure, C11H36N3O10. The level of theory is the ωB97M-V functional and the def2-TZVPD basis.

Geometry as ORCA input:
```
! RIJCOSX wB97M-V def2-TZVPD def2/J DEFGRID3
* xyz -1 1
N -0.59051 -0.28082 -0.04330
O -0.97716 -1.42823 -0.06775
O 0.45706 0.03651 -0.56644
O -1.41811 0.60160 0.32525
C -2.92909 1.29715 2.04049
O -1.86948 2.06564 1.42841
H -3.52666 0.84469 1.24910
H -2.46975 0.57106 2.71124
H -3.49272 1.91818 2.73674
H -1.48871 1.51474 0.74056
C 2.65392 1.13337 -1.47446
O 2.14102 -0.17370 -1.66868
H 3.13280 1.54098 -2.36475
H 1.83848 1.81001 -1.21890
H 3.43929 1.11486 -0.71885
H 1.25744 -0.22914 -1.29744
C -0.95496 -3.86842 1.01196
O -0.64730 -3.24516 -0.23919
H -0.72645 -4.93411 0.99838
H -0.31617 -3.36390 1.73688
H -2.01698 -3.76413 1.23409
H -0.87833 -2.31733 -0.15346
C -3.04016 -1.90200 -1.23427
O -2.51192 -0.59046 -1.14855
H -2.53619 -2.38517 -2.07132
H -2.73781 -2.48522 -0.36447
H -4.11527 -1.87764 -1.41215
H -1.70319 -0.67089 -0.63759
C 2.18434 -2.43591 0.90466
O 2.28648 -3.24648 1.82107
N 3.16703 -1.74181 0.39292
N 1.01489 -2.08456 0.38274
H 4.04211 -2.13470 0.70912
H 3.18534 -1.13967 -0.41775
H 0.97797 -1.29906 -0.25108
H 0.14623 -2.50531 0.68023
C 0.16667 2.48568 -2.92385
C -0.59657 2.85343 -1.62247
C -1.95489 2.21530 -1.63864
O 0.11358 2.34046 -0.52660
H 1.23939 2.59659 -2.76553
H -0.07559 3.08703 -3.80009
H -0.04849 1.48676 -3.30329
H -0.49200 3.93659 -1.55979
H -1.89419 1.12822 -1.58678
H -2.47900 2.53991 -2.53755
H -2.56998 2.35314 -0.74939
H 0.10751 1.38068 -0.50698
C 1.29087 -0.39741 2.45097
C 1.30725 1.02794 1.96368
C 2.25549 1.20279 0.72089
O -0.02353 1.50739 1.73537
H 2.28409 -0.79194 2.23663
H 0.59740 -1.10893 2.00270
H 1.06922 -0.47176 3.51561
H 1.64858 1.66720 2.77789
H 2.29142 0.23497 0.22075
H 3.29533 1.38901 0.98947
H 1.84304 2.02681 0.13867
H -0.35316 0.96521 1.01496
*
```

Computed properties:
HOMO level	-5.19	eV
lowest unoccupied orbital energy	1.0	eV
orbital gap	6.192	eV


No. 5
This record from OMol25 describes 2 unconnected molecules or ions with the total composition C3H8N2O. The level of theory is the ωB97M-V functional and the def2-TZVPD basis.

Geometry as ORCA input:
```
! RIJCOSX wB97M-V def2-TZVPD def2/J DEFGRID3
* xyz 0 1
C -1.43064 0.78867 -0.57230
C 0.74422 -0.11234 0.18789
C 0.46491 -1.53818 -0.07188
H -2.04050 1.66274 -1.07313
H -1.55828 -0.13769 -1.36641
H -1.68671 0.38891 0.67015
H 0.42472 2.16025 1.21992
H -0.63580 -1.82822 0.27108
H 0.20530 -1.98140 -1.01876
H 1.36857 -2.05837 0.50347
H 1.88780 -0.62649 1.33466
N 0.25671 0.89866 -0.86666
N 1.62430 0.22756 0.99460
O 0.37540 2.15589 -0.21264
*
```

Computed properties:
HOMO level	-9.25	eV
lowest unoccupied orbital energy	0.4	eV
ΔE to the lowest compared entry with this formula, charge and spin	8.6304	eV
orbital gap	9.645	eV